[1]
The following is a quantum chemistry calculation of a structure of composition C21H11Br2F5N4O2PtS, from the Open Molecules 2025 dataset.

Each line ends with the Mulliken charge.
Atoms and positions in Å:
Pt 0.25736 -0.22584 -0.10207  1.18
Br -1.20534 0.69351 -6.59565  -0.06
C -0.77854 0.45444 -4.80486  -0.13
C 0.08729 1.33542 -4.16600  -0.62
C 0.37114 1.11357 -2.83805  -0.26
N -0.15865 0.08526 -2.16065  -0.57
C -1.00304 -0.77537 -2.76564  0.69
C -1.33003 -0.60844 -4.09725  -0.64
C -1.55250 -1.86985 -1.91936  0.85
C -2.42592 -2.82465 -2.39954  -0.61
C -2.91134 -3.78534 -1.51672  -0.23
Br -4.09043 -5.08794 -2.12899  -0.08
C -2.51764 -3.75799 -0.18845  -0.65
C -1.63815 -2.77064 0.21336  -0.28
N -1.16342 -1.85895 -0.63370  0.30
H 0.52602 2.17367 -4.68648  0.46
H 1.02693 1.76728 -2.27723  0.50
H -2.00602 -1.28705 -4.59389  0.48
H -2.73936 -2.84032 -3.43188  0.50
H -2.88760 -4.48112 0.52316  0.47
H -1.31483 -2.69210 1.24148  0.44
C -3.65253 1.54231 3.49117  -0.89
N -2.38357 1.68809 2.76298  0.03
C -1.64951 2.82620 2.83676  0.38
C -0.47658 3.01673 2.18062  -1.31
C -0.02664 1.94236 1.37543  1.00
O 1.01278 1.88243 0.65775  -0.68
N -0.77979 0.79539 1.32307  -0.38
C -1.97764 0.60262 1.99382  0.32
O -2.61410 -0.42163 1.92142  -0.59
H -3.80552 2.43436 4.09067  0.29
H -3.60577 0.66606 4.13218  0.33
H -4.46968 1.42245 2.78401  0.33
H -2.06960 3.59645 3.46986  0.37
H 0.08153 3.93430 2.26300  0.49
F 6.70706 1.54517 2.08226  -0.21
C 5.66412 0.87515 1.66788  0.63
C 5.53321 0.51277 0.33401  0.23
F 6.43659 0.82673 -0.53164  -0.18
C 4.37438 -0.22309 -0.14022  0.54
F 4.37791 -0.47660 -1.41325  -0.24
C 3.34935 -0.63094 0.68838  -0.03
S 2.01391 -1.63636 0.14366  -0.41
C 3.50434 -0.24421 2.01689  0.48
F 2.60813 -0.53226 2.90705  -0.26
C 4.64442 0.50194 2.51611  0.24
F 4.65727 0.79610 3.77452  -0.19

Cartesian forces, eV/Å:
Pt -0.46 -0.37 -0.12
Br -0.02 0.01 -0.10
C 0.01 -0.01 0.08
C 0.01 -0.01 0.03
C -0.05 -0.03 -0.01
N 0.00 0.10 -0.15
C 0.02 -0.03 0.02
C 0.03 0.01 0.00
C 0.04 0.11 -0.01
C 0.00 -0.01 0.05
C 0.04 0.06 0.01
Br -0.06 -0.07 -0.03
C 0.00 0.01 0.00
C 0.01 0.03 -0.02
N -0.02 -0.10 -0.13
H 0.00 0.00 -0.01
H -0.01 0.01 0.00
H 0.00 0.00 -0.01
H -0.01 0.00 0.00
H 0.00 -0.01 0.00
H 0.00 0.00 0.01
C 0.07 -0.01 -0.04
N -0.05 0.09 0.07
C -0.02 -0.01 0.02
C -0.03 -0.09 0.01
C 0.05 -0.21 -0.04
O 0.19 0.21 0.10
N -0.02 0.45 0.25
C 0.19 -0.12 -0.11
O -0.04 -0.02 0.01
H -0.02 -0.01 0.00
H -0.01 0.00 0.00
H -0.01 -0.01 0.02
H 0.01 0.01 -0.01
H 0.00 0.01 -0.03
F -0.03 -0.01 0.04
C 0.05 0.01 -0.11
C -0.17 -0.06 -0.02
F -0.02 0.00 0.05
C 0.38 0.18 -0.02
F -0.11 -0.07 0.04
C -0.10 -0.04 0.02
S 0.22 -0.07 0.18
C 0.08 0.16 0.17
F 0.02 -0.03 -0.10
C -0.25 -0.12 -0.07
F 0.06 0.02 -0.04

The LUMO energy (spin up / spin down) comes out at -0.2358 / -0.3740 Eh. For the relative energy (zero: lowest compared OMol25 entry of this formula, charge and spin), the calculation gives 7.34 kJ/mol. As for the spin multiplicity: 5. Its largest force on an atom is 0.6 eV Å⁻¹. Its total charge is +2. The calculation puts the HOMO energy (spin up / spin down) at -14.185 / -14.357 eV. Its expectation value of S² is 6.03.

---

[2]
The following is a quantum chemistry calculation of a structure of composition C21H11Cl5N3Pd, from the Open Molecules 2025 dataset.

Each line ends with the Mulliken charge.
Atoms and positions in Å:
Pd -0.25197 0.21234 -0.24427  0.60
C -0.90899 0.99552 3.98244  -0.82
C -0.81186 -0.28175 4.49792  -0.50
C -0.65865 -1.35424 3.62824  -0.54
C -0.59048 -1.11662 2.27086  0.58
N -0.63858 0.14880 1.77828  0.09
C -0.81223 1.17091 2.61039  -0.14
C -0.46288 -2.20210 1.25857  0.23
C -0.39964 -3.56664 1.49411  -0.42
C -0.21806 -4.41235 0.40695  -0.84
C -0.07662 -3.90595 -0.87871  -0.46
C -0.15986 -2.53314 -1.05158  0.33
N -0.38618 -1.75639 0.00542  -0.35
C 0.00665 -1.76663 -2.31718  0.78
C 0.12502 -2.36553 -3.55479  -0.70
C 0.23291 -1.56811 -4.68709  -0.42
C 0.21038 -0.19415 -4.54941  -0.92
C 0.09985 0.34735 -3.27778  -0.06
N 0.01435 -0.41402 -2.19050  0.06
H -1.04549 1.85552 4.62160  0.42
H -0.86113 -0.45050 5.56485  0.45
H -0.59658 -2.36342 4.00850  0.35
H -0.85891 2.15229 2.15822  0.50
H -0.47862 -3.97047 2.49253  0.41
H -0.16514 -5.48052 0.56718  0.44
H 0.10204 -4.56959 -1.71175  0.38
H 0.12015 -3.44237 -3.64122  0.34
H 0.32417 -2.02272 -5.66398  0.45
H 0.28027 0.46140 -5.40499  0.42
H 0.08655 1.41541 -3.11065  0.42
Cl 2.54966 1.07752 0.82632  -0.17
C 1.52433 2.41141 0.36833  0.89
C 0.31368 2.13650 -0.25625  -1.77
C -0.48727 3.22122 -0.59801  1.12
Cl -1.99914 2.89521 -1.36285  -0.17
C -0.10282 4.52993 -0.31956  0.04
Cl -1.13228 5.83853 -0.74908  -0.17
C 1.11740 4.77606 0.30706  0.42
Cl 1.60136 6.38554 0.64529  -0.16
C 1.94476 3.70916 0.65329  0.04
Cl 3.44986 3.99657 1.42329  -0.17

Cartesian forces, eV/Å:
Pd 0.29 0.08 0.08
C -0.01 0.00 -0.01
C 0.00 0.00 0.00
C -0.05 -0.01 -0.01
C -0.11 0.00 -0.03
N 0.13 -0.12 -0.04
C 0.06 0.01 0.03
C -0.02 -0.01 0.00
C 0.03 -0.01 0.01
C 0.00 0.01 0.00
C 0.01 -0.01 0.00
C 0.01 0.00 -0.01
N -0.16 -0.12 -0.01
C -0.08 0.00 -0.03
C -0.01 0.00 0.01
C 0.00 0.00 0.00
C 0.01 0.00 0.00
C 0.10 0.00 0.01
N -0.06 0.04 0.05
H 0.00 0.00 0.00
H -0.01 0.00 0.00
H -0.01 0.00 0.01
H 0.03 0.00 0.00
H 0.01 0.00 0.00
H 0.00 0.00 0.00
H 0.00 0.00 0.00
H 0.00 0.00 0.00
H 0.00 0.00 0.00
H 0.00 0.00 0.00
H 0.00 0.00 0.00
Cl -0.02 0.04 0.00
C 0.08 0.07 -0.07
C -0.26 0.15 0.15
C 0.40 -0.23 0.15
Cl -0.23 -0.01 -0.11
C -0.20 0.17 -0.17
Cl 0.05 -0.02 0.02
C 0.01 0.02 0.00
Cl 0.00 0.00 0.00
C 0.01 -0.06 -0.03
Cl 0.01 0.01 0.01

The LUMO energy comes out at -0.1473 Eh. For the relative energy (zero: lowest compared OMol25 entry of this formula, charge and spin), the calculation gives 16.98 kJ/mol. As for the spin multiplicity: 1. Its largest force on an atom is 0.5 eV Å⁻¹. Its total charge is +1. The calculation puts the HOMO energy at -11.257 eV.

---

[3]
The following is a quantum chemistry calculation of a structure of composition C21H12BrCoN6O3S at a distorted geometry, from the Open Molecules 2025 dataset.

Each line ends with the Mulliken charge.
Atoms and positions in Å:
Co -0.18012 -1.10861 -0.81628  -0.68
O 2.71931 2.05888 -1.27935  -0.71
S 2.42718 0.71295 -0.86936  1.20
O 2.88734 -0.34265 -1.71938  -0.73
N 0.82429 0.53727 -0.63101  0.65
C 0.00959 1.70623 -0.53674  0.40
C 0.36657 3.00847 -0.27766  -0.64
C -0.60683 4.03403 -0.25939  -0.85
C -1.93171 3.78174 -0.45077  -1.07
C -2.34136 2.44560 -0.65153  1.22
C -3.69311 2.05521 -0.75304  -0.62
C -4.01560 0.73399 -0.83477  -0.84
C -2.98214 -0.21444 -0.85465  1.06
N -1.70743 0.11886 -0.83853  -0.06
C -1.36504 1.43763 -0.71114  -0.07
C 3.23829 0.49420 0.68940  0.53
C 4.40453 1.22567 0.88927  -0.54
C 5.16966 0.99670 2.02259  -0.67
C 4.78293 0.03308 2.94214  -0.38
C 3.61779 -0.69176 2.73555  -0.88
C 2.84088 -0.46259 1.61087  0.02
H 1.39224 3.27718 -0.11022  0.53
H -0.27040 5.04529 -0.07266  0.41
H -2.67403 4.56780 -0.41656  0.40
H -4.46206 2.81788 -0.72610  0.44
H -5.03635 0.38338 -0.88739  0.53
H -3.23199 -1.25575 -0.89441  -0.64
H 4.69925 1.96929 0.16202  0.46
H 6.07372 1.56885 2.18458  0.38
H 5.39344 -0.15511 3.81574  0.39
H 3.32136 -1.45390 3.44499  0.42
H 1.94488 -1.03957 1.45873  -0.03
Br 0.88173 -3.07176 0.08151  -0.23
N -1.37019 -2.41221 -1.60826  -0.33
C -2.20376 -3.21243 -1.45000  0.91
C -3.23395 -4.07999 -1.21669  -0.20
C -4.52029 -3.49460 -1.05208  0.37
N -5.51924 -2.94471 -0.87704  -0.51
C -2.99894 -5.47439 -1.05605  0.03
N -2.80804 -6.60187 -0.92437  -0.49
N -0.76337 -0.99679 2.17343  -0.13
C -0.60046 -1.08048 1.03804  0.55
H -0.87193 -1.05877 3.16447  0.27
O 1.40379 -2.20581 -3.25802  -0.25
C 0.98955 -1.65198 -2.37989  0.35

Cartesian forces, eV/Å:
Co -0.06 -0.85 0.81
O -0.02 -0.10 -0.13
S 0.08 0.69 0.34
O -0.08 -0.69 -0.17
N 0.18 0.76 0.33
C 0.36 -0.55 0.00
C -0.09 0.19 0.05
C 0.16 -0.10 0.04
C -0.04 -0.08 0.00
C -0.07 0.11 -0.03
C -0.05 0.10 0.05
C 0.06 -0.05 0.04
C 0.01 0.20 -0.17
N -0.35 0.73 -0.87
C -0.11 -0.25 0.19
C 0.23 -0.03 0.10
C -0.07 0.06 0.02
C 0.00 0.01 0.00
C -0.01 0.01 -0.02
C 0.03 0.00 0.05
C -0.01 0.09 0.06
H 0.08 -0.01 0.02
H 0.00 0.00 -0.01
H 0.01 0.01 -0.01
H 0.00 -0.01 -0.03
H 0.00 -0.01 0.03
H -0.05 -0.06 -0.04
H 0.00 -0.01 -0.01
H 0.00 -0.01 -0.02
H -0.02 0.00 0.01
H -0.02 0.02 0.00
H 0.02 -0.06 -0.09
Br 0.76 -0.09 0.08
N -0.21 -0.20 0.05
C 0.22 -0.09 0.27
C -0.13 -0.11 -0.10
C 0.12 -0.09 0.10
N 0.00 0.04 -0.08
C -0.06 0.17 -0.05
N 0.01 -0.02 0.01
N -0.23 0.09 0.04
C 0.13 -0.23 -0.41
H 0.01 0.03 0.00
O 0.35 -0.15 -0.20
C -1.11 0.55 -0.25

The LUMO energy comes out at -0.0542 Eh. For the relative energy (zero: lowest compared OMol25 entry of this formula, charge and spin), the calculation gives 182.41 kJ/mol. As for the spin multiplicity: 1. Its largest force on an atom is 1.3 eV Å⁻¹. The calculation puts the HOMO energy at -8.551 eV.

---

> Which formula does entry 2 have?

C21H11Cl5N3Pd

---

> Look up the relative energy (zero: lowest compared OMol25 entry of this formula, charge and spin) of the third one.

182.41 kJ/mol

---

> Which of these has the highest relative energy (zero: lowest compared OMol25 entry of this formula, charge and spin)?

C21H12BrCoN6O3S

---

> The highest relative energy (zero: lowest compared OMol25 entry of this formula, charge and spin) belongs to which entry?

C21H12BrCoN6O3S